Arrangement one

Below is a cluster of 2 separate species, C5H11N4O in total, with properties calculated with ωB97M-V/def2-TZVPD.

Structure (XYZ):
```
21
Properties=species:S:1:pos:R:3
C -2.4556 2.3600 0.1575
C -0.6434 -0.0495 0.6537
C 1.4572 2.6906 -1.2180
C 0.7142 -2.1010 1.2918
C 0.1273 -1.4953 -1.1768
N -1.2965 2.0955 0.0486
N -0.3589 1.1544 0.0270
N -1.6026 -0.4875 1.3725
N 0.5188 -1.0524 0.2194
O -3.4183 2.9879 0.1687
H 2.1942 2.4391 -0.4050
H 1.1717 3.7086 -1.2373
H 1.0918 1.8396 -1.9044
H 0.7802 -1.8478 2.3627
H 0.0310 -2.9552 1.1436
H 1.6323 -2.6087 1.1717
H -0.9731 -1.7596 -1.1756
H 0.1545 -0.5829 -1.8862
H 0.8095 -2.4036 -1.4300
H -1.3160 -1.4243 1.7349
H 1.3817 -0.5080 0.0813
```

Charge = +1
Orbital gap (spin up / spin down) = 10.67 / 4.95 eV
LUMO (spin up / spin down) = -3.21 / -6.59 eV

The net atomic charges from Mulliken, expressed in e, are: atom 1 (C): 0.53, atom 2 (C): 0.34, atom 3 (C): -0.81, atom 4 (C): -1.23, atom 5 (C): -0.70, atom 6 (N): -0.18, atom 7 (N): 0.02, atom 8 (N): -0.55, atom 9 (N): -0.02, atom 10 (O): -0.27, atom 11 (H): 0.23, atom 12 (H): 0.36, atom 13 (H): 0.24, atom 14 (H): 0.43, atom 15 (H): 0.52, atom 16 (H): 0.40, atom 17 (H): 0.34, atom 18 (H): 0.26, atom 19 (H): 0.37, atom 20 (H): 0.33, atom 21 (H): 0.39

Arrangement two

Below is the ion C5H11N4O with charge +1, with properties calculated with ωB97M-V/def2-TZVPD.

Structure (XYZ):
```
21
Properties=species:S:1:pos:R:3
C -0.6550 -3.1256 1.0098
C -0.4991 -1.6400 0.8515
N -1.1425 -0.8177 0.0892
N -0.6347 0.6140 -0.0737
C -0.8109 1.2287 -1.7356
O 0.2907 0.8424 -2.4067
C 0.7393 0.6419 0.2803
C 1.1994 2.1104 0.4608
N 1.0439 -0.0517 1.5001
N 0.5187 -1.1609 1.7181
H -1.5829 -3.3838 1.4348
H 0.1481 -3.4001 1.7208
H -0.6735 -3.5156 -0.0439
H -1.2299 1.2619 0.3895
H -1.7890 0.8557 -1.9401
H -0.6850 2.2378 -1.5867
H 0.4473 -0.0877 -2.6485
H 1.2949 0.2105 -0.5271
H 0.4742 2.5238 1.1922
H 1.3170 2.5895 -0.6152
H 2.2289 2.0667 0.9303
```

Charge = +1
Orbital gap = 8.73 eV
Structure (SMILES) = CC1=N[N@H+](CO)[C@@H](C)N=N1
LUMO = -5.03 eV

The net atomic charges from Mulliken, expressed in e, are: atom 1 (C): -0.83, atom 2 (C): 0.60, atom 3 (N): -0.62, atom 4 (N): 0.15, atom 5 (C): -0.35, atom 6 (O): -0.46, atom 7 (C): 0.22, atom 8 (C): -1.11, atom 9 (N): -0.26, atom 10 (N): -0.28, atom 11 (H): 0.31, atom 12 (H): 0.32, atom 13 (H): 0.27, atom 14 (H): 0.36, atom 15 (H): 0.35, atom 16 (H): 0.46, atom 17 (H): 0.38, atom 18 (H): 0.46, atom 19 (H): 0.34, atom 20 (H): 0.30, atom 21 (H): 0.38

Least stable: arrangement one

Arrangement one

Below is a structure of composition C4H6O2Y, with properties calculated with ωB97M-V/def2-TZVPD.

Structure (XYZ):
```
13
Properties=species:S:1:pos:R:3
O -2.3285 -0.1068 -1.3995
C -1.4428 0.9189 -0.9955
C -0.1098 0.3662 -0.4725
O -0.1067 0.3778 0.9735
C 0.7964 -0.4181 1.5775
C 1.6892 -1.1204 0.8400
Y -1.2173 -1.7136 -1.3487
H -1.9103 1.5430 -0.2073
H -1.2221 1.5884 -1.8523
H 0.7280 0.9774 -0.8394
H 1.0512 -0.0307 2.5687
H 2.2960 -1.8468 1.3832
H 1.7765 -0.5352 -0.2277
```

Charge = +1
Orbital gap = 6.44 eV
LUMO = -5.83 eV

The net atomic charges from Mulliken, expressed in e, are: atom 1 (O): -0.63, atom 2 (C): -0.20, atom 3 (C): -0.82, atom 4 (O): -0.28, atom 5 (C): 0.13, atom 6 (C): -0.72, atom 7 (Y): 1.61, atom 8 (H): 0.29, atom 9 (H): 0.25, atom 10 (H): 0.48, atom 11 (H): 0.36, atom 12 (H): 0.30, atom 13 (H): 0.23

Arrangement two

Below is a structure of composition C4H6O2Y, with properties calculated with ωB97M-V/def2-TZVPD.

Structure (XYZ):
```
13
Properties=species:S:1:pos:R:3
O -2.4700 1.0670 0.0818
C -1.2061 0.6469 -0.3791
C -0.7300 -0.4603 0.5587
C 0.6287 -0.9195 0.2631
C 1.6534 -1.3869 -0.2505
H -2.7702 1.8143 -0.4419
H -0.4847 1.4819 -0.3714
H -1.2626 0.2585 -1.4090
H -1.3964 -1.3327 0.4665
H -0.7710 -0.1024 1.5993
H 2.3899 -2.1805 -0.3481
O 3.5558 0.6050 -0.8122
Y 2.8631 0.5086 1.0428
```

Charge = +1
Orbital gap (spin up / spin down) = 7.46 / 7.46 eV
LUMO (spin up / spin down) = -5.67 / -5.67 eV

The net atomic charges from Mulliken, expressed in e, are: atom 1 (O): -0.50, atom 2 (C): -0.32, atom 3 (C): -0.52, atom 4 (C): 0.01, atom 5 (C): -0.35, atom 6 (H): 0.32, atom 7 (H): 0.27, atom 8 (H): 0.33, atom 9 (H): 0.28, atom 10 (H): 0.32, atom 11 (H): 0.43, atom 12 (O): -0.69, atom 13 (Y): 1.41

Least stable: arrangement one

Arrangement one

Below is the ion C5H8N2O with charge +2, with properties calculated with ωB97M-V/def2-TZVPD.

Structure (XYZ):
```
16
Properties=species:S:1:pos:R:3
C 0.0325 2.0321 2.0612
N 0.2154 1.0582 1.2331
C 1.6390 0.7668 0.8811
C -0.7847 0.4121 0.6037
O -2.2413 1.0161 0.8470
N -0.6494 -0.7004 -0.0771
C -0.9627 -1.6657 -0.6747
C -1.4366 -2.7624 -1.3449
H 0.9255 2.6307 2.4849
H -0.9706 2.3389 2.3580
H 2.0276 -0.3343 0.9566
H 2.1040 1.4966 1.6478
H 2.0616 1.0712 -0.1243
H -1.2392 -2.5147 -2.4915
H -2.4718 -3.0702 -1.0189
H -0.8039 -3.7570 -1.2521
```

Charge = +2
Orbital gap (spin up / spin down) = 7.91 / 7.93 eV
Structure (SMILES) = C=[N+](C)C(=O)[N+]#CC
LUMO (spin up / spin down) = -11.88 / -11.88 eV

The net atomic charges from Mulliken, expressed in e, are: atom 1 (C): 0.10, atom 2 (N): 0.10, atom 3 (C): -0.72, atom 4 (C): 0.45, atom 5 (O): -0.34, atom 6 (N): 0.20, atom 7 (C): 0.63, atom 8 (C): -1.00, atom 9 (H): 0.19, atom 10 (H): 0.31, atom 11 (H): 0.34, atom 12 (H): 0.23, atom 13 (H): 0.38, atom 14 (H): 0.36, atom 15 (H): 0.35, atom 16 (H): 0.41

Arrangement two

Below is the ion C5H8N2O with charge +2, with properties calculated with ωB97M-V/def2-TZVPD.

Structure (XYZ):
```
16
Properties=species:S:1:pos:R:3
C -1.6550 -0.1341 -1.6242
C 2.3898 0.1159 1.0838
C 0.4305 0.2432 -0.5058
C -2.6980 -0.3581 -2.4913
C 0.1529 0.2947 1.8550
N -0.7651 0.0119 -0.8439
N 1.0678 0.1455 0.6906
O 3.5107 -0.1863 0.5228
H 2.4408 0.3447 2.1593
H 4.3088 -0.2259 1.0847
H -3.6376 -0.6701 -2.0199
H -2.3886 -1.1254 -3.2275
H -2.8630 0.5317 -3.1263
H 0.5384 -0.1654 2.7613
H -0.8047 -0.1778 1.6347
H -0.0278 1.3555 2.0468
```

Charge = +2
Orbital gap (spin up / spin down) = 6.80 / 6.87 eV
LUMO (spin up / spin down) = -11.01 / -11.05 eV

The net atomic charges from Mulliken, expressed in e, are: atom 1 (C): 0.70, atom 2 (C): 0.35, atom 3 (C): 0.03, atom 4 (C): -1.03, atom 5 (C): -1.08, atom 6 (N): 0.12, atom 7 (N): 0.20, atom 8 (O): -0.28, atom 9 (H): 0.31, atom 10 (H): 0.46, atom 11 (H): 0.34, atom 12 (H): 0.35, atom 13 (H): 0.35, atom 14 (H): 0.41, atom 15 (H): 0.33, atom 16 (H): 0.42

Least stable: arrangement one

Arrangement one

Below is a cluster of 2 separate species, C6H14N3 in total, with properties calculated with ωB97M-V/def2-TZVPD.

Structure (XYZ):
```
23
Properties=species:S:1:pos:R:3
C 2.2179 0.4656 -0.6011
C -1.0706 -0.1960 -0.2244
C 2.0318 -0.7247 -0.1158
C 1.4814 1.7095 -0.5367
C 2.3106 -2.1300 0.2640
C -3.3261 0.3822 -0.9575
N -2.3461 0.2696 0.0651
N -0.1601 -0.4824 0.6566
N -0.1188 -0.0283 1.9273
H 3.0884 0.6021 -1.1022
H -0.9363 -0.3139 -1.3364
H 0.3615 1.4990 -0.8597
H 2.0275 2.3744 -1.0628
H 1.3726 2.1360 0.5143
H 2.5721 -1.9552 1.2918
H 3.0910 -2.5500 -0.3966
H 1.3126 -2.6131 0.3427
H -3.7228 -0.5507 -1.2451
H -2.8870 0.8717 -1.8659
H -4.1917 1.1046 -0.6391
H -0.8201 0.5851 2.1862
H 0.2890 -0.7081 2.5932
H -2.5766 0.2525 1.1023
```

Charge = +1
Orbital gap = 7.54 eV
LUMO = -4.43 eV

The net atomic charges from Mulliken, expressed in e, are: atom 1 (C): -0.16, atom 2 (C): -0.17, atom 3 (C): 0.51, atom 4 (C): -0.87, atom 5 (C): -1.08, atom 6 (C): -0.87, atom 7 (N): -0.17, atom 8 (N): -0.14, atom 9 (N): -0.51, atom 10 (H): 0.49, atom 11 (H): 0.45, atom 12 (H): 0.18, atom 13 (H): 0.46, atom 14 (H): 0.27, atom 15 (H): 0.31, atom 16 (H): 0.37, atom 17 (H): 0.34, atom 18 (H): 0.36, atom 19 (H): 0.31, atom 20 (H): 0.28, atom 21 (H): 0.18, atom 22 (H): 0.23, atom 23 (H): 0.22

Arrangement two

Below is the ion C6H14N3 with charge +1, with properties calculated with ωB97M-V/def2-TZVPD.

Structure (XYZ):
```
23
Properties=species:S:1:pos:R:3
C -1.0166 -2.0455 2.4989
C -0.8758 -0.8180 1.6912
N -1.6483 0.1695 1.8055
C 0.0839 -0.7577 0.4557
N -0.3279 0.3749 -0.3679
N -0.6481 0.1403 -1.8356
C 0.4860 0.8646 -1.5085
C 1.8917 0.3226 -1.6883
C 0.5543 2.4535 -1.5467
H -1.7283 -2.8744 2.0488
H -1.4463 -2.0603 3.5291
H -0.1314 -2.5760 2.4836
H -1.5244 0.9019 1.0249
H -2.5686 0.3259 2.2545
H 1.0862 -0.5312 0.9368
H -0.1236 -1.7502 0.0526
H -0.4739 -0.8818 -2.0377
H 1.8716 -0.6948 -1.4746
H 2.4474 0.8221 -0.9042
H 2.4015 0.3831 -2.7089
H 1.1627 2.7699 -2.4053
H 0.9480 2.6070 -0.5744
H -0.4201 2.8546 -1.7297
```

Charge = +1
Orbital gap = 9.10 eV
Structure (SMILES) = CC(=[NH2+])CN1NC1(C)C
LUMO = -4.14 eV

The net atomic charges from Mulliken, expressed in e, are: atom 1 (C): -1.42, atom 2 (C): 0.47, atom 3 (N): -0.19, atom 4 (C): -0.17, atom 5 (N): -0.21, atom 6 (N): -0.66, atom 7 (C): 0.81, atom 8 (C): -1.31, atom 9 (C): -1.33, atom 10 (H): 0.34, atom 11 (H): 0.40, atom 12 (H): 0.39, atom 13 (H): 0.33, atom 14 (H): 0.30, atom 15 (H): 0.34, atom 16 (H): 0.38, atom 17 (H): 0.34, atom 18 (H): 0.42, atom 19 (H): 0.36, atom 20 (H): 0.31, atom 21 (H): 0.35, atom 22 (H): 0.38, atom 23 (H): 0.39

Least stable: arrangement one